DFT (ωB97M-V/def2-TZVPD) results for a molecular structure, C30H51AlF8N6OPSSb2.

Values from the calculation:
molar mass = 997.3 g mol⁻¹
spin multiplicity = 2
calculated total energy = -3838.82532 Eh
gap between HOMO and LUMO (alpha / beta) = 7.95 / 7.06 eV
charge = +2
LUMO (alpha / beta) = -5.552 / -6.415 eV
HOMO level (alpha / beta) = -13.501 / -13.474 eV

Each line ends with the Löwdin charge.
Atoms and positions in Å:
Al1 0.63 -0.24 0.64  -0.426
F1 5.43 2.84 0.47  0.113
C1 4.86 1.64 0.44  -0.245
C2 3.48 1.56 0.62  0.004
C3 2.99 0.30 0.59  0.054
C4 3.65 -0.89 0.38  -0.063
C5 5.03 -0.72 0.21  -0.184
F2 5.81 -1.79 0.02  0.099
C6 5.64 0.52 0.24  0.099
C7 2.91 -2.17 0.37  -0.145
C8 3.49 -3.41 0.15  0.038
C9 2.69 -4.55 0.20  -0.011
C10 1.35 -4.43 0.48  -0.024
C11 0.84 -3.16 0.68  -0.089
N1 1.59 -2.06 0.61  0.101
H1 2.88 2.45 0.78  0.131
H2 6.71 0.61 0.09  0.148
H3 4.54 -3.50 -0.06  0.118
H4 3.13 -5.52 0.02  0.126
H5 0.70 -5.29 0.55  0.118
H6 -0.21 -2.99 0.90  0.105
C12 -4.47 -3.29 1.00  -0.112
C13 -3.29 -2.32 1.10  -0.495
C14 -3.10 -1.76 2.50  -0.132
Sb1 -3.50 -0.76 -0.38  1.612
C15 -2.86 -1.39 -2.37  -0.471
C16 -3.88 -2.46 -2.76  -0.117
C17 -1.44 -1.91 -2.39  -0.113
C18 -5.66 -0.63 -0.57  -0.524
C19 -6.12 0.23 -1.75  -0.116
C20 -6.34 -0.22 0.73  -0.121
H7 -4.27 -4.14 1.65  0.096
H8 -4.62 -3.68 -0.01  0.067
H9 -5.40 -2.84 1.34  0.073
H10 -2.38 -2.81 0.77  0.068
H11 -3.95 -1.16 2.82  0.069
H12 -2.20 -1.16 2.57  0.046
H13 -3.00 -2.60 3.20  0.090
H14 -2.97 -0.49 -2.97  0.090
H15 -3.77 -3.36 -2.15  0.079
H16 -3.67 -2.75 -3.79  0.106
H17 -4.91 -2.12 -2.72  0.059
H18 -1.37 -2.86 -1.86  0.084
H19 -0.73 -1.22 -1.97  0.035
H20 -1.17 -2.10 -3.43  0.104
H21 -5.91 -1.67 -0.78  0.079
H22 -5.97 1.28 -1.54  0.057
H23 -7.18 0.08 -1.91  0.098
H24 -5.61 -0.02 -2.68  0.070
H25 -6.29 0.86 0.87  0.058
H26 -5.91 -0.69 1.61  0.056
H27 -7.39 -0.49 0.69  0.099
C21 2.92 -0.73 5.72  -0.087
N2 2.36 -0.21 4.48  -0.278
C22 3.01 1.02 4.02  -0.073
P1 0.81 -0.49 4.00  0.604
O1 0.74 -0.38 2.50  -0.153
N3 -0.24 0.58 4.66  -0.286
C23 -0.07 1.01 6.05  -0.083
C24 -1.10 1.44 3.87  -0.096
N4 0.41 -2.00 4.51  -0.287
C25 1.28 -3.10 4.13  -0.087
C26 -0.47 -2.29 5.63  -0.087
H28 3.93 -1.10 5.55  0.099
H29 2.32 -1.55 6.10  0.065
H30 2.97 0.05 6.48  0.090
H31 4.03 0.81 3.71  0.096
H32 3.03 1.76 4.82  0.095
H33 2.46 1.43 3.17  0.068
H34 0.55 0.31 6.60  0.072
H35 -1.03 1.06 6.54  0.096
H36 0.40 2.00 6.09  0.096
H37 -0.99 1.21 2.81  0.021
H38 -0.82 2.49 4.01  0.100
H39 -2.15 1.32 4.16  0.084
H40 1.95 -2.81 3.32  0.076
H41 0.68 -3.95 3.79  0.091
H42 1.89 -3.44 4.98  0.091
H43 -1.15 -1.46 5.81  0.074
H44 0.10 -2.49 6.54  0.091
H45 -1.06 -3.18 5.40  0.089
F3 -1.01 -0.86 0.52  -0.222
Sb2 0.18 2.38 -1.59  1.686
F4 0.34 1.49 0.75  -0.242
F5 -0.79 3.61 -0.48  -0.482
F6 -0.81 3.13 -3.08  -0.507
F7 -1.35 1.17 -1.50  -0.518
F8 0.97 -0.14 -1.08  -0.229
C27 -3.69 2.91 -2.04  0.008
N5 -4.35 3.18 -0.77  -0.078
C28 -5.23 4.22 -0.58  0.003
C29 -5.58 4.23 0.73  -0.012
N6 -4.93 3.18 1.31  0.089
C30 -4.17 2.54 0.39  -0.631
S1 -3.06 1.30 0.89  0.793
H46 -4.38 3.15 -2.84  0.115
H47 -3.40 1.86 -2.10  0.054
H48 -2.79 3.51 -2.12  0.080
H49 -5.52 4.87 -1.39  0.145
H50 -6.24 4.88 1.27  0.137
H51 -4.96 2.92 2.28  0.170